Record 1
Molecular formula: C3H4O4Zn
Method: DFT, ωB97M-V/def2-TZVPD

```
12
Properties=species:S:1:pos:R:3:nbo_charge:R:1
C 0.30 -2.41 1.01 0.442
C -0.24 -1.20 0.30 -0.185
O 0.05 -0.05 1.08 -0.540
C -0.36 1.14 0.61 0.921
O -0.06 2.14 1.30 -0.828
O -1.00 1.21 -0.47 -0.836
O 0.17 -3.55 0.56 -0.551
Zn -1.04 3.28 -0.10 0.029
H 1.00 -2.22 1.85 0.132
H -1.33 -1.32 0.15 0.222
H 0.23 -1.13 -0.69 0.224
H -0.95 -4.56 -0.40 -0.030
```

## Properties
- total charge = -1
- spin multiplicity = 2
- maximum force (eV Å⁻¹) = 2.7
- DFT total energy (Eh) = -2196.924758

***

Record 2
Molecular formula: C3H4O5S3
Method: DFT, ωB97M-V/def2-TZVPD

```
15
Properties=species:S:1:pos:R:3:nbo_charge:R:1
C 3.26 -1.79 -1.07 1.047
C 0.04 -0.25 -1.16 -0.421
C -0.33 -1.36 -0.64 -0.393
O 2.58 -2.15 -1.97 -0.638
O 0.16 -1.67 1.84 -0.959
O 4.25 -1.38 -0.67 -0.594
O 0.36 -3.74 0.45 -0.988
O 2.14 -1.91 0.38 -0.974
S -5.28 11.11 2.50 -1.080
S -1.95 -2.05 -0.71 -0.027
S 0.62 -2.24 0.62 2.342
H 1.08 -0.11 -1.06 0.234
H -0.60 0.29 -1.83 0.201
H -4.72 10.43 3.51 0.080
H -1.60 -3.19 -0.18 0.169
```

## Properties
- total charge = -2
- maximum force (eV Å⁻¹) = 4.5
- relative energy (zero: lowest compared OMol25 entry of this formula, charge and spin) (eV) = 0.000

***

Record 3
Molecular formula: C3H4OS
Method: DFT, ωB97M-V/def2-TZVPD

```
9
Properties=species:S:1:pos:R:3:nbo_charge:R:1
C -0.53 -0.86 0.63 -0.627
C 0.43 -0.10 -0.44 -0.375
S 1.56 1.13 0.27 0.170
C 0.23 1.31 -0.78 0.413
O -0.35 2.16 -1.43 -0.494
H -1.67 -0.81 0.47 0.234
H -0.34 -0.10 1.52 0.220
H -0.16 -1.88 0.81 0.224
H 0.83 -0.85 -1.06 0.235
```

## Properties
- total charge = 0
- maximum force (eV Å⁻¹) = 3.7
- relative energy (zero: lowest compared OMol25 entry of this formula, charge and spin) (eV) = 1.339
- SMILES = C[C@@H]1SC1=O

***

Question: Among the records above, which one has the highest maximum force?
Answer: C3H4O5S3

***

Copy entry 1 word for word.
Molecular formula: C3H4O4Zn
Method: DFT, ωB97M-V/def2-TZVPD

```
12
Properties=species:S:1:pos:R:3:nbo_charge:R:1
C 0.30 -2.41 1.01 0.442
C -0.24 -1.20 0.30 -0.185
O 0.05 -0.05 1.08 -0.540
C -0.36 1.14 0.61 0.921
O -0.06 2.14 1.30 -0.828
O -1.00 1.21 -0.47 -0.836
O 0.17 -3.55 0.56 -0.551
Zn -1.04 3.28 -0.10 0.029
H 1.00 -2.22 1.85 0.132
H -1.33 -1.32 0.15 0.222
H 0.23 -1.13 -0.69 0.224
H -0.95 -4.56 -0.40 -0.030
```

## Properties
- total charge = -1
- spin multiplicity = 2
- maximum force (eV Å⁻¹) = 2.7
- DFT total energy (Eh) = -2196.924758